# 1
{
  "formula": "C6H12N2",
  "method": "ωB97M-V with the def2-TZVPD basis set",
  "total_charge": 0,
  "e_above_lowest_kcal_mol": 19.6,
  "gap_ha": 0.353,
  "smiles": "Cc1c[nH]cn1.CC",
  "largest_force_ev_per_a": 2.9,
  "lumo_ev": 0.9,
  "elements": ["C", "C", "H", "H", "H", "H", "H", "H", "C", "C", "C", "C", "N", "N", "H", "H", "H", "H", "H", "H"],
  "coordinates": [[-1.1558, 1.7811, -2.2879], [-2.1951, 0.6423, -2.2752], [-1.5678, 2.6763, -1.7724], [-0.1110, 1.5160, -2.1891], [-1.1679, 2.1745, -3.3104], [-2.5830, 0.2883, -3.2389], [-1.6513, -0.2837, -1.9759], [-3.0187, 0.9018, -1.5891], [2.0743, 0.8675, 1.8603], [1.1658, -0.1364, 1.2749], [1.3776, -1.3058, 0.6608], [-0.7543, -0.8446, 0.4774], [-0.2085, 0.2041, 1.0172], [0.1431, -1.8584, 0.3108], [2.6041, 1.3301, 1.0141], [2.7216, 0.4635, 2.6178], [2.2719, -1.8920, 0.4957], [-1.7907, -0.8596, 0.1995], [0.0641, -2.7479, -0.1555], [1.4405, 1.6593, 2.3141]],
  "forces_ev_per_a": [[-1.561, 1.154, -2.064], [0.989, -1.196, 0.575], [0.997, -0.794, 0.460], [-0.049, -0.031, 0.998], [0.088, 0.029, -0.227], [-0.108, 0.876, -0.036], [-0.697, 0.551, 0.474], [0.320, -0.557, -0.303], [-0.778, 1.080, -0.454], [-2.318, 0.913, -1.436], [0.357, -2.073, 0.511], [0.194, 0.141, 0.347], [1.063, -0.275, 1.097], [0.757, 0.820, -0.599], [0.326, 0.011, 0.587], [0.477, -0.108, 0.106], [-0.047, 0.087, 0.254], [-0.123, -0.405, -0.064], [-0.355, 0.253, -0.018], [0.468, -0.476, -0.207]],
  "mulliken_charge": [-0.909, -0.625, 0.260, 0.281, 0.345, 0.343, 0.068, 0.254, -1.078, 0.680, -0.651, -0.441, -0.514, -0.076, 0.245, 0.318, 0.376, 0.601, 0.213, 0.309]
}

=====

# 2
{
  "formula": "C6H12N2",
  "method": "ωB97M-V with the def2-TZVPD basis set",
  "total_charge": 0,
  "e_above_lowest_kcal_mol": 49.7,
  "gap_ha": 0.325,
  "largest_force_ev_per_a": 0.4,
  "lumo_ev": 0.9,
  "elements": ["C", "C", "C", "C", "C", "N", "N", "C", "H", "H", "H", "H", "H", "H", "H", "H", "H", "H", "H", "H"],
  "coordinates": [[0.3975, 0.4920, 1.7249], [1.3855, -0.7304, -0.2218], [0.0785, 1.5225, -0.4361], [-1.0787, -0.5582, -0.0559], [0.2239, 0.1699, 0.2365], [0.9623, 1.7937, -1.3532], [-1.2977, -0.7396, -1.4205], [-1.9015, -1.0625, 0.8556], [1.7414, 1.1899, -1.6368], [0.9272, 2.6899, -1.8250], [-1.0364, 0.0500, -1.9870], [-2.2296, -1.0609, -1.6384], [0.4807, -0.4200, 2.3039], [-0.4501, 1.0749, 2.0803], [1.3039, 1.0793, 1.8674], [1.3469, -1.6644, 0.3365], [2.3492, -0.2579, -0.0247], [1.3023, -0.9738, -1.2799], [-2.8010, -1.5781, 0.5639], [-1.7044, -1.0160, 1.9102]],
  "forces_ev_per_a": [[-0.215, 0.152, -0.227], [-0.125, 0.154, 0.003], [-0.262, 0.274, 0.020], [0.000, 0.044, 0.068], [0.217, -0.097, 0.052], [0.359, -0.030, -0.196], [-0.075, -0.168, -0.207], [0.033, -0.069, 0.265], [-0.172, 0.020, 0.110], [-0.007, -0.181, 0.115], [-0.052, 0.134, -0.121], [0.052, 0.040, -0.050], [0.037, -0.202, 0.137], [0.022, 0.009, 0.055], [0.055, 0.016, 0.036], [0.055, -0.044, -0.020], [0.073, 0.005, -0.005], [0.081, -0.067, -0.059], [-0.180, -0.099, -0.126], [0.105, 0.109, 0.150]],
  "mulliken_charge": [-2.145, -1.968, -1.177, 0.399, 2.474, -0.109, -0.494, -1.214, 0.208, 0.267, 0.254, 0.247, 0.441, 0.479, 0.464, 0.405, 0.450, 0.480, 0.272, 0.265]
}